(w)
Density functional theory data (ωB97M-V with the def2-TZVPD basis set) for 2 unconnected molecules or ions with the total composition C3H4ClN.

Element x y z (Å)
C  1.82643  -0.06771  0.04831
C  1.03932  -0.68658  0.72602
C  -1.37775  -0.31548  -1.35172
N  -1.84529  0.23317  -0.43204
Cl  -3.72332  -0.16088  0.35834
H  2.87002  0.11135  -0.31936
H  0.10888  -0.92247  1.15320
H  -1.76020  -0.90139  -2.15016
H  -1.50391  0.71006  0.41359

Properties
Net charge: 0


(x)
Density functional theory data (ωB97M-V with the def2-TZVPD basis set) for 2 unconnected molecules or ions with the total composition C3H4ClN.

Element x y z (Å)
C  0.34400  -1.34491  -0.01663
C  -0.97187  -0.99851  0.00350
C  0.35858  1.52612  -0.01674
N  1.51022  -1.43704  -0.01821
Cl  1.91596  0.96258  0.00665
H  -1.69537  -0.90881  -0.84542
H  -1.46714  -1.01207  0.93102
H  -0.12140  1.16207  0.86931
H  0.12702  2.05057  -0.91347

Properties
Net charge: 0


Q: Which of them is the most stable? A: (x).


(w)
Density functional theory data (ωB97M-V with the def2-TZVPD basis set) for a molecular structure, C21H38NNiS3Si2Te.

Element x y z (Å)
Ni  -0.68947  -1.44971  0.27616
C  -4.06906  -2.27718  0.41995
C  -3.44307  -3.50623  1.05471
S  -1.67145  -3.70667  0.57695
C  -0.87071  -4.00243  2.19391
C  -0.94227  -2.87032  3.20334
S  -0.38374  -1.23927  2.56113
C  -1.79519  -0.16452  3.02273
C  -3.13820  -0.52611  2.41551
S  -3.07973  -0.75245  0.59195
H  -5.05196  -2.07435  0.84882
H  -4.16994  -2.41567  -0.65673
H  -3.96653  -4.40020  0.71391
H  -3.48826  -3.47228  2.14177
H  0.16371  -4.21259  1.91819
H  -1.31370  -4.90328  2.62058
H  -0.29050  -3.10920  4.04398
H  -1.95314  -2.73318  3.58167
H  -1.48313  0.82623  2.69428
H  -1.86514  -0.16582  4.11083
H  -3.85035  0.27762  2.61093
H  -3.53012  -1.44780  2.84046
N  5.77804  -4.27280  -2.00931
C  4.78075  -3.84655  -1.64195
C  3.54649  -3.31929  -1.18921
C  2.56428  -2.95877  -2.10914
C  1.35831  -2.43863  -1.66289
C  1.10153  -2.28390  -0.29627
C  2.10433  -2.64350  0.60921
C  3.31349  -3.15861  0.17541
H  2.75162  -3.07641  -3.16721
H  0.61272  -2.16579  -2.40492
H  1.94879  -2.52473  1.67786
H  4.07501  -3.43069  0.89134
C  2.55078  3.42762  -1.50795
Si  3.20529  1.76698  -0.83879
C  4.78268  1.97194  0.20182
C  3.43976  0.51851  -2.25472
C  1.86838  1.01782  0.33331
Te  0.02381  0.79703  -0.73121
C  -0.83183  2.61685  0.04921
Si  -2.16275  3.36264  -1.12871
C  -3.62818  2.14696  -1.18970
C  -2.69476  5.03483  -0.39861
C  -1.38378  3.56095  -2.85299
H  3.24898  3.84559  -2.22544
H  2.42466  4.16518  -0.72123
H  1.59600  3.30130  -2.01234
H  5.59393  2.33178  -0.42094
H  5.09939  1.02937  0.63760
H  4.64962  2.68542  1.00895
H  4.10161  0.91564  -3.01672
H  2.49293  0.27597  -2.73313
H  3.88063  -0.40763  -1.89856
H  1.68620  1.64384  1.20275
H  2.17663  0.03153  0.66834
H  -0.00292  3.30950  0.16867
H  -1.24902  2.42784  1.03613
H  -4.06689  1.99152  -0.20883
H  -3.32665  1.17805  -1.57866
H  -4.41061  2.52854  -1.83640
H  -3.09827  4.93816  0.60388
H  -3.46665  5.47972  -1.01662
H  -1.87026  5.73838  -0.35469
H  -0.96505  2.62362  -3.21387
H  -0.59076  4.30216  -2.85447
H  -2.12631  3.88745  -3.57402

Properties
Multiplicity: 3
Net charge: +1
⟨S²⟩: 2.01


(x)
Density functional theory data (ωB97M-V with the def2-TZVPD basis set) for a molecular structure, C21H38NNiS3Si2Te.

Element x y z (Å)
Ni  0.00980  0.02328  -0.01164
C  -2.85042  -0.26706  1.35010
C  -2.28714  -1.62614  1.73259
S  -0.84161  -2.14652  0.72970
C  0.29456  -2.68752  2.04466
C  0.69676  -1.60043  3.03029
S  1.30989  -0.11774  2.15779
C  0.46956  1.22758  3.04143
C  -1.04665  1.22338  2.93722
S  -1.64496  1.10094  1.21232
H  -3.60669  0.03824  2.07386
H  -3.32036  -0.31382  0.36809
H  -3.06043  -2.38185  1.60166
H  -1.97606  -1.64841  2.77471
H  1.16881  -3.05742  1.50825
H  -0.17304  -3.52497  2.56112
H  1.50166  -1.96514  3.66686
H  -0.12732  -1.30430  3.67658
H  0.89122  2.12719  2.59223
H  0.77577  1.18658  4.08613
H  -1.44168  2.15696  3.33614
H  -1.48950  0.40453  3.50198
N  5.51786  3.20094  -3.79349
C  4.65436  2.76601  -3.17192
C  3.58477  2.21610  -2.39493
C  2.26275  2.55562  -2.67274
C  1.24027  2.00760  -1.91681
C  1.48357  1.11848  -0.86381
C  2.82485  0.82049  -0.58884
C  3.86338  1.34607  -1.34620
H  2.04626  3.24281  -3.48100
H  0.22578  2.29985  -2.15751
H  3.10246  0.16528  0.22623
H  4.88984  1.08216  -1.12620
C  -2.26324  -1.86566  -5.41155
Si  -0.66154  -2.38314  -4.56338
C  0.65336  -2.80787  -5.83522
C  -0.96867  -3.79852  -3.35495
C  -0.01430  -0.93189  -3.49534
Te  -1.53961  -0.30413  -2.13371
C  -2.21665  1.33303  -3.35491
Si  -4.03957  1.84868  -3.10126
C  -4.23110  2.62885  -1.39826
C  -4.43761  3.13826  -4.40716
C  -5.10920  0.30777  -3.28189
H  -2.67007  -2.69816  -5.98883
H  -2.09630  -1.04092  -6.10847
H  -3.02358  -1.55819  -4.68991
H  0.33607  -3.66038  -6.43959
H  1.60240  -3.06862  -5.36387
H  0.83118  -1.97048  -6.51224
H  -1.37342  -4.67587  -3.86259
H  -1.67978  -3.50652  -2.57896
H  -0.03901  -4.10163  -2.86709
H  0.27159  -0.05992  -4.08293
H  0.84877  -1.23815  -2.90262
H  -2.08116  0.97766  -4.37779
H  -1.54778  2.17938  -3.20084
H  -3.56080  3.48386  -1.28678
H  -4.01325  1.93076  -0.59225
H  -5.25289  2.98813  -1.26013
H  -3.79244  4.01243  -4.30083
H  -5.47081  3.47607  -4.30278
H  -4.31593  2.74879  -5.41917
H  -4.77852  -0.49409  -2.61814
H  -5.06890  -0.06995  -4.30587
H  -6.15504  0.52342  -3.05505

Properties
Multiplicity: 3
Net charge: +1
⟨S²⟩: 2.01


Q: Which of them is the most stable? A: (w).


(w)
Density functional theory data (ωB97M-V with the def2-TZVPD basis set) for a molecular structure, C4H10N2O.

Element x y z (Å)
C  -1.42644  1.33460  -0.11266
C  0.06146  1.23476  -0.27393
N  0.86207  1.21873  0.90908
N  0.69456  1.24473  -1.39333
H  0.45900  1.56655  1.77650
H  1.84703  1.32728  0.68400
H  0.04464  1.10782  -2.17095
H  -1.74211  2.36986  -0.28095
H  -1.75241  0.99603  0.87267
H  -1.91487  0.69440  -0.84995
C  0.70667  -2.25862  -0.33844
C  -0.00985  -1.45046  0.72006
O  -1.18846  -1.64173  0.98598
H  0.67077  -0.38508  1.22738
H  1.36101  -1.59929  -0.91321
H  1.33709  -3.00383  0.15543
H  -0.01017  -2.75576  -0.99767

Properties
Net charge: 0


(x)
Density functional theory data (ωB97M-V with the def2-TZVPD basis set) for 2 unconnected molecules or ions with the total composition C4H10N2O.

Element x y z (Å)
C  1.23725  0.03359  0.65347
C  -1.24327  -0.61673  -1.12361
C  1.90912  0.07372  -0.68273
N  -0.94468  0.32153  -0.05185
C  -0.14639  -0.11900  1.03765
N  -2.08634  1.08019  0.31208
O  -0.60215  -0.32299  2.14614
H  -1.76466  1.95322  0.71451
H  -2.60734  0.59233  1.04063
H  1.99725  0.09275  1.74043
H  1.98801  -0.86500  1.50261
H  -0.39265  -1.27115  -1.30806
H  -2.10993  -1.22948  -0.85081
H  -1.47321  -0.06910  -2.03412
H  1.85392  -0.86500  -1.24001
H  2.95569  0.35920  -0.57602
H  1.42937  0.85192  -1.28032

Properties
Net charge: 0


Q: Which of them is the most stable? A: (w).


(w)
Density functional theory data (ωB97M-V with the def2-TZVPD basis set) for 2 unconnected molecules or ions with the total composition C7H17N.

Element x y z (Å)
C  0.25902  -1.97642  0.56265
C  -0.22248  -0.56948  0.77596
N  -0.18256  0.42586  -0.03445
C  -1.68146  0.43692  -0.34120
C  -2.43667  1.28738  0.70708
C  -2.41649  -0.82408  -0.83622
H  -0.56327  -2.66058  0.76593
H  1.16485  -2.23957  1.09691
H  0.53531  -2.10900  -0.48680
H  -0.72549  -0.52511  1.76978
H  -1.77729  1.10126  -1.19851
H  -3.36909  1.68560  0.30162
H  -1.80716  2.09373  1.07112
H  -2.75085  0.69665  1.57413
H  -1.70473  -1.61337  -1.05545
H  -2.93331  -0.54933  -1.75032
H  -3.17718  -1.11005  -0.11077
C  3.09113  1.02110  0.29987
C  2.82344  0.56044  -1.11364
H  2.56346  0.46322  1.07161
H  4.10996  1.09404  0.69825
H  2.83074  2.05575  0.56020
H  3.12331  1.26309  -1.88991
H  1.77340  0.30660  -1.22847
H  3.47344  -0.31465  -1.20936

Properties
SMILES: C/C=N/C(C)C.CC
Net charge: 0


(x)
Density functional theory data (ωB97M-V with the def2-TZVPD basis set) for a single C7H17N molecule.

Element x y z (Å)
C  3.15590  0.11281  2.03217
C  2.11664  0.87575  1.23485
N  1.58245  0.05465  0.17314
C  0.66737  0.74226  -0.73293
C  -0.34668  -0.20840  -1.35642
C  -1.58028  -0.49577  -0.46605
C  -2.54046  0.68954  -0.44145
C  -2.29670  -1.75085  -0.95051
H  2.72087  -0.80636  2.44273
H  4.04013  -0.11658  1.44569
H  3.49971  0.68716  2.90531
H  1.34841  1.27371  1.91893
H  2.57515  1.74664  0.76249
H  1.16055  -0.79308  0.53137
H  1.25075  1.22433  -1.52976
H  0.16283  1.57135  -0.21314
H  -0.65463  0.23181  -2.31482
H  0.14890  -1.16306  -1.55933
H  -1.18529  -0.63408  0.54435
H  -2.05067  1.59106  -0.07186
H  -3.37318  0.49970  0.23863
H  -2.94402  0.87339  -1.43710
H  -3.16177  -1.96732  -0.31596
H  -1.66695  -2.64124  -0.86390
H  -2.62904  -1.59744  -1.97645

Properties
SMILES: CCNCCC(C)C
Net charge: 0


(y)
Density functional theory data (ωB97M-V with the def2-TZVPD basis set) for a single C7H17N molecule.

Element x y z (Å)
C  -3.17448  -0.78644  -0.29235
C  -2.23336  -0.12537  0.67164
N  -1.02393  0.45633  0.06557
C  0.29491  0.02730  0.57187
C  0.54495  -1.47089  0.44486
C  1.32491  0.84128  -0.19543
C  2.69575  0.80316  0.56758
C  1.58830  0.52667  -1.67515
H  -3.88779  -1.44204  0.21748
H  -3.78983  -0.05903  -0.81937
H  -2.63537  -1.42547  -0.99386
H  -2.72514  0.62617  1.27801
H  -1.87495  -0.89157  1.38401
H  -1.12029  0.41005  -0.93932
H  0.22393  0.26886  1.63517
H  1.41676  -1.79270  1.01797
H  -0.32029  -2.05300  0.76108
H  0.74106  -1.71085  -0.60413
H  1.05810  1.88821  -0.08608
H  3.33226  -0.04213  0.80706
H  3.32147  1.63417  0.22835
H  2.39395  1.16881  1.56798
H  2.32412  -0.27048  -1.76595
H  0.68152  0.15059  -2.16812
H  1.84390  1.43898  -2.20152

Properties
SMILES: CCN[C@@H](C)C(C)C
Net charge: 0


Q: Which of them is the most stable? A: (x).


(w)
Density functional theory data (ωB97M-V with the def2-TZVPD basis set) for 2 unconnected molecules or ions with the total composition C4H8NO3.

Element x y z (Å)
C  -1.88975  2.32315  -0.71550
C  -2.34852  0.86534  -0.79910
O  -1.61690  0.06659  -1.43834
O  -3.45500  0.59935  -0.28592
H  -2.18612  2.88346  0.17910
H  -2.31325  2.87048  -1.58050
H  -0.79851  2.41240  -0.68697
C  1.57496  -2.40521  0.53019
C  2.16123  -1.02471  0.80592
O  3.25092  -1.00067  1.36623
N  1.33127  -0.02248  0.46666
H  1.43190  0.91974  0.79935
H  0.46338  -0.20543  -0.02747
H  1.97747  -2.69098  -0.45328
H  0.49070  -2.41957  0.62465
H  1.92622  -3.17146  1.21498

Properties
Net charge: -1


(x)
Density functional theory data (ωB97M-V with the def2-TZVPD basis set) for 2 unconnected molecules or ions with the total composition C4H8NO3.

Element x y z (Å)
C  -2.90752  1.37324  -0.26989
C  -1.99928  1.01865  -1.44659
O  -1.95967  1.85200  -2.37241
O  -1.46005  -0.11345  -1.39225
H  -3.01683  0.66815  0.58949
H  -3.96861  1.57327  -0.48669
H  -2.66063  2.28044  0.28516
C  0.81552  -0.86932  0.64457
C  2.09177  -1.24169  1.32428
O  2.35599  -2.11815  2.12274
N  3.01668  -0.23266  1.09071
H  0.86186  -0.20571  -0.23011
H  0.19388  -0.30224  1.34972
H  3.72188  0.04252  1.76168
H  3.02733  0.37062  0.29146
H  0.21652  -1.66221  0.14984

Properties
Net charge: -1


Q: Which of them is the most stable? A: (w).


(w)
Density functional theory data (ωB97M-V with the def2-TZVPD basis set) for 2 unconnected molecules or ions with the total composition C4H8NO3.

Element x y z (Å)
C  -0.22182  -1.92888  -0.38321
C  -0.71229  -1.49984  -1.74073
O  -0.69766  -2.10414  -2.81123
N  -0.94660  -0.15268  -1.74442
H  -1.15725  0.48130  -2.48993
H  -1.02325  0.32457  -0.84501
H  0.61320  -1.27290  -0.02632
H  0.09492  -2.97371  -0.31137
H  -0.88024  -1.89556  0.51633
C  1.05166  2.28826  2.63783
C  0.55474  1.37699  1.50716
O  1.35135  1.24508  0.54736
O  -0.44129  0.59403  1.63875
H  0.97430  1.65613  3.61759
H  0.57436  3.25189  2.64877
H  2.15419  2.42011  2.47631

Properties
Net charge: -1


(x)
Density functional theory data (ωB97M-V with the def2-TZVPD basis set) for 2 unconnected molecules or ions with the total composition C4H8NO3.

Element x y z (Å)
C  -0.56756  1.02971  1.85050
C  -1.65017  1.34495  0.85260
O  -2.77716  1.66445  1.22143
N  -1.37733  1.06545  -0.43483
H  -2.11654  1.27839  -1.07848
H  -0.42269  0.97256  -0.79113
H  -0.82361  1.40574  2.84421
H  0.35615  1.55173  1.57417
H  -0.32504  -0.03381  1.87346
C  1.37326  -1.91297  -1.61369
C  1.40480  -0.88197  -0.45653
O  1.54620  -1.32280  0.69574
O  1.29619  0.32085  -0.84641
H  0.33528  -2.12913  -1.87718
H  1.88421  -2.83181  -1.31306
H  1.86401  -1.52134  -2.50077

Properties
Net charge: -1


Q: Which of them is the most stable? A: (x).